# C3H9NO3

A single C3H9NO3 molecule (ωB97M-V/def2-TZVPD, the Open Molecules 2025 dataset).

```
16
Properties=species:S:1:pos:R:3:mulliken_charge:R:1
C 0.54 0.30 -0.50 0.770
C 0.52 1.32 0.63 -1.157
C -1.30 -1.31 0.37 -0.778
N -0.96 -0.11 -0.41 -0.214
O 0.70 0.89 -1.75 -0.616
O 1.39 -0.79 -0.38 -0.547
O 0.61 0.67 1.90 -0.444
H 0.53 1.84 -1.65 0.333
H 1.65 -1.07 -1.27 0.330
H 1.46 0.22 1.96 0.268
H -1.36 -0.13 -1.35 0.281
H 1.34 2.03 0.50 0.274
H -0.96 0.96 0.26 0.604
H -0.81 -2.20 -0.05 0.287
H -2.38 -1.45 0.35 0.330
H -0.96 -1.16 1.38 0.280
```

Computed properties:
LUMO ... 0.022 Ha
E_HOMO ... -0.27560 hartree
Kohn-Sham gap ... 8.11 eV
Net charge ... 0
F_max ... 0.0176 hartree/bohr


# C3H9NO3

2 unconnected molecules or ions with the total composition C3H9NO3 (ωB97M-V/def2-TZVPD, the Open Molecules 2025 dataset).

```
16
Properties=species:S:1:pos:R:3:mulliken_charge:R:1
O -0.49 -1.20 -2.55 -0.507
C -0.33 -0.25 -1.82 -0.040
C 0.50 -0.24 -0.52 -0.295
N 0.94 1.08 -0.18 -0.335
C 0.41 1.69 1.01 -0.417
O 1.02 1.26 2.23 -0.528
H -0.76 0.69 -2.17 0.406
H 1.25 -1.02 -0.62 0.277
H -0.26 -0.63 0.17 0.265
H 1.93 1.23 -0.23 0.232
H 0.77 2.73 0.95 0.303
H -0.68 1.70 1.05 0.332
H 1.45 0.42 2.11 0.320
O -1.61 -2.38 0.41 -0.643
H -2.50 -2.03 0.40 0.311
H -1.63 -3.06 -0.26 0.318
```

Computed properties:
LUMO ... 0.025 Ha
SMILES ... O=CCNCO.O
E_HOMO ... -0.33911 hartree
Kohn-Sham gap ... 9.91 eV
Net charge ... 0
F_max ... 0.0463 hartree/bohr


# C3H9NO3

2 unconnected molecules or ions with the total composition C3H9NO3 (ωB97M-V/def2-TZVPD, the Open Molecules 2025 dataset).

```
16
Properties=species:S:1:pos:R:3:mulliken_charge:R:1
C 0.00 0.00 0.00 -0.748
O -1.14 -0.15 0.89 -0.384
C -0.77 -0.54 2.16 -0.531
N -0.36 -1.93 2.28 -0.131
C -1.21 -2.97 2.16 0.080
O -2.47 -2.88 2.12 -0.573
H 0.66 0.76 0.46 0.297
H -0.33 0.37 -0.99 0.299
H 0.58 -0.93 -0.15 0.274
H 0.12 0.04 2.47 0.396
H -1.58 -0.33 2.88 0.266
H 0.64 -2.15 2.35 0.284
H -0.66 -3.92 1.99 0.319
O -2.90 1.37 -0.81 -0.673
H -3.80 1.12 -0.49 0.313
H -2.29 0.76 -0.35 0.512
```

Computed properties:
LUMO ... 0.020 Ha
SMILES ... COCNC=O.O
E_HOMO ... -0.37048 hartree
Kohn-Sham gap ... 10.62 eV
Net charge ... 0
F_max ... 0.0708 hartree/bohr


# C3H9NO3

2 unconnected molecules or ions with the total composition C3H9NO3 (ωB97M-V/def2-TZVPD, the Open Molecules 2025 dataset).

```
16
Properties=species:S:1:pos:R:3:mulliken_charge:R:1
C -1.08 2.21 -0.35 -0.843
N -0.34 1.31 0.52 -0.348
C 0.77 0.63 -0.15 -0.358
C 1.31 -0.40 0.83 0.404
O 1.72 -0.18 1.93 -0.541
O 1.26 -1.65 0.29 -0.454
H -0.62 2.33 -1.34 0.293
H -1.15 3.22 0.06 0.306
H -2.12 1.90 -0.49 0.266
H 0.04 1.83 1.29 0.233
H 1.61 1.26 -0.44 0.287
H 0.38 0.08 -0.99 0.419
H 1.64 -2.37 0.82 0.329
O -1.43 -3.61 -0.59 -0.636
H -1.05 -3.49 -1.46 0.315
H -0.96 -3.06 0.05 0.329
```

Computed properties:
LUMO ... 0.020 Ha
SMILES ... CNCC(=O)O.O
E_HOMO ... -0.34366 hartree
Kohn-Sham gap ... 9.89 eV
Net charge ... 0
F_max ... 0.0220 hartree/bohr


Electronic energy
In order: -10886.2521, -10888.3878, -10888.9156, -10889.3783
Unit: eV
Relative energy (zero: lowest compared OMol25 entry of this formula, charge and spin)
In order: 99.8, 50.6, 38.4, 27.7
Unit: kcal per mole